(1)
{
  "formula": "C38H61BClN3O9S7",
  "method": "ωB97M-V/def2-TZVPD",
  "symbols": ["C", "C", "O", "N", "C", "C", "C", "C", "C", "C", "C", "C", "C", "S", "C", "S", "N", "C", "C", "C", "C", "C", "C", "C", "C", "C", "C", "C", "C", "C", "O", "C", "B", "N", "O", "C", "Cl", "C", "O", "H", "H", "H", "H", "H", "H", "H", "H", "H", "H", "H", "H", "H", "H", "H", "H", "H", "H", "H", "H", "H", "H", "H", "H", "H", "H", "H", "H", "H", "H", "H", "C", "S", "O", "C", "H", "H", "H", "H", "H", "H", "C", "S", "O", "C", "H", "H", "H", "H", "H", "H", "C", "S", "O", "C", "H", "H", "H", "H", "H", "H", "C", "S", "O", "C", "H", "H", "H", "H", "H", "H", "C", "S", "O", "C", "H", "H", "H", "H", "H", "H"],
  "coordinates": [[2.965, -1.839, 2.815], [2.777, -0.374, 2.520], [2.550, 0.005, 1.388], [2.928, 0.521, 3.580], [1.837, 0.437, 4.601], [0.698, 1.363, 4.194], [0.935, 2.798, 4.658], [0.041, 3.836, 3.956], [-0.137, 3.595, 2.489], [-1.307, 3.435, 1.853], [-2.641, 3.451, 2.537], [-2.900, 2.105, 3.226], [-3.317, 1.017, 2.219], [-5.025, 0.522, 2.539], [-5.214, -0.873, 1.448], [-6.383, -0.849, 0.325], [-4.396, -2.016, 1.609], [-3.679, -2.387, 0.407], [-2.815, -1.521, -0.252], [-2.166, -1.921, -1.412], [-2.391, -3.189, -1.940], [-3.259, -4.050, -1.279], [-3.901, -3.654, -0.113], [-3.648, -2.127, 2.836], [-2.258, -2.098, 2.905], [-1.626, -2.182, 4.142], [-2.361, -2.289, 5.315], [-3.752, -2.348, 5.244], [-4.383, -2.269, 4.012], [-1.316, 3.197, 0.375], [-2.362, 3.269, -0.239], [-0.057, 2.843, -0.329], [-0.077, 2.377, -1.851], [-0.881, 3.116, -2.799], [0.742, 1.359, -2.283], [1.098, 3.025, 0.324], [2.621, 2.720, -0.388], [1.133, 3.568, 1.714], [2.164, 3.969, 2.207], [2.844, -2.390, 1.888], [2.233, -2.213, 3.529], [3.966, -2.029, 3.198], [2.930, 1.441, 3.145], [1.511, -0.598, 4.597], [2.231, 0.687, 5.581], [0.585, 1.274, 3.110], [-0.227, 1.011, 4.655], [1.974, 3.114, 4.580], [0.684, 2.820, 5.719], [-0.913, 3.931, 4.468], [0.520, 4.815, 4.048], [-3.442, 3.648, 1.829], [-2.677, 4.242, 3.286], [-3.699, 2.222, 3.960], [-2.016, 1.756, 3.754], [-3.211, 1.344, 1.188], [-2.698, 0.137, 2.375], [-2.635, -0.525, 0.129], [-1.497, -1.238, -1.918], [-1.907, -3.500, -2.854], [-3.440, -5.027, -1.704], [-4.590, -4.330, 0.372], [-1.664, -2.013, 2.007], [-0.546, -2.158, 4.203], [-1.865, -2.333, 6.274], [-4.335, -2.433, 6.149], [-5.462, -2.308, 3.951], [-0.429, 3.121, -3.711], [-1.798, 2.696, -2.901], [0.808, 0.619, -1.671], [-1.076, 0.425, -6.393], [-0.544, 2.044, -6.953], [-0.715, 2.978, -5.802], [-1.926, 2.326, -8.065], [-0.363, 0.088, -5.644], [-2.072, 0.499, -5.954], [-1.074, -0.263, -7.238], [-2.862, 2.271, -7.509], [-1.902, 1.578, -8.857], [-1.807, 3.318, -8.494], [3.581, 6.525, -3.986], [3.991, 4.776, -3.979], [4.656, 4.481, -5.278], [2.300, 4.181, -4.107], [4.514, 7.083, -3.950], [3.039, 6.767, -4.900], [2.979, 6.758, -3.108], [1.837, 4.582, -5.009], [1.741, 4.486, -3.221], [2.333, 3.094, -4.158], [3.851, 2.135, -7.370], [3.344, 1.363, -8.911], [1.977, 0.820, -8.687], [4.479, -0.026, -8.817], [3.223, 3.010, -7.215], [3.712, 1.431, -6.550], [4.893, 2.444, -7.439], [4.299, -0.580, -7.895], [5.504, 0.342, -8.850], [4.291, -0.666, -9.676], [3.963, -2.162, 6.639], [2.458, -2.398, 7.591], [1.643, -1.165, 7.424], [3.236, -2.296, 9.206], [3.691, -2.146, 5.586], [4.422, -1.212, 6.914], [4.645, -2.990, 6.829], [3.747, -1.338, 9.302], [3.939, -3.121, 9.321], [2.452, -2.375, 9.956], [0.116, -7.575, -2.034], [-1.330, -7.797, -3.077], [-1.923, -6.449, -3.276], [-2.333, -8.624, -1.837], [0.857, -7.027, -2.611], [-0.161, -7.003, -1.148], [0.515, -8.550, -1.755], [-2.435, -7.979, -0.964], [-1.865, -9.570, -1.564], [-3.310, -8.812, -2.275]],
  "mulliken_charge": [-1.032, 0.480, -0.541, -0.149, -0.490, 0.178, -1.031, -1.255, 0.359, 0.954, -1.661, -0.065, 0.195, -0.241, 0.251, -0.231, 0.514, -0.692, 0.547, -0.897, -0.723, -0.686, -0.250, -0.197, -0.183, -0.524, -0.705, -0.579, -0.164, -0.095, -0.682, -0.396, 0.743, -0.262, -0.629, 1.252, -0.126, -0.046, -0.635, 0.358, 0.229, 0.270, 0.377, -0.286, 0.371, 0.124, 0.257, 0.488, 0.451, 0.391, 0.429, 0.471, 0.578, 0.662, -0.517, 0.337, -0.281, 0.383, 0.486, 0.531, 0.479, 0.459, 0.459, 0.427, 0.492, 0.390, 0.456, 0.088, 0.198, 0.221, -1.031, 0.677, -0.729, -1.116, 0.244, 0.383, 0.432, 0.335, 0.389, 0.324, -0.955, 0.510, -0.632, -0.938, 0.346, 0.287, 0.343, 0.396, 0.359, 0.300, -0.868, 0.423, -0.543, -0.979, 0.207, 0.289, 0.469, 0.297, 0.371, 0.330, -0.527, 0.492, -0.546, -1.032, -0.178, 0.300, 0.463, 0.307, 0.386, 0.335, -0.923, 0.447, -0.556, -0.914, 0.317, 0.277, 0.381, 0.266, 0.380, 0.322],
  "total_energy_ha": -5598.2715,
  "total_charge": 0,
  "e_lumo_ev": -1.20,
  "homo_lumo_gap_ev": 6.8
}

***

(2)
{
  "formula": "C36H53LuNP2",
  "method": "ωB97M-V/def2-TZVPD",
  "symbols": ["Lu", "C", "C", "C", "C", "C", "C", "H", "H", "H", "C", "H", "H", "H", "C", "H", "H", "H", "C", "H", "H", "H", "C", "H", "H", "H", "C", "C", "C", "C", "C", "C", "C", "C", "H", "H", "H", "H", "H", "H", "H", "H", "H", "H", "H", "H", "P", "P", "C", "C", "H", "H", "H", "H", "C", "H", "H", "H", "C", "H", "H", "H", "C", "H", "H", "H", "C", "H", "H", "H", "C", "C", "C", "C", "C", "C", "N", "C", "C", "C", "C", "C", "C", "H", "H", "H", "H", "H", "H", "H", "H", "H", "H"],
  "coordinates": [[0.119, -0.552, 0.694], [-0.474, -2.795, 1.832], [0.886, -2.847, 1.373], [0.784, -1.425, 3.196], [-0.522, -1.941, 2.974], [1.652, -1.952, 2.195], [-1.599, -3.653, 1.383], [-1.480, -3.969, 0.341], [-2.550, -3.111, 1.469], [-1.684, -4.565, 1.997], [-1.646, -1.862, 3.933], [-2.538, -2.368, 3.541], [-1.922, -0.817, 4.129], [-1.397, -2.321, 4.906], [1.241, -0.677, 4.385], [0.595, -0.852, 5.256], [1.234, 0.403, 4.179], [2.275, -0.938, 4.668], [3.126, -1.767, 2.171], [3.610, -2.264, 3.027], [3.390, -0.701, 2.231], [3.572, -2.174, 1.256], [1.470, -3.842, 0.438], [1.927, -4.690, 0.978], [2.262, -3.388, -0.175], [0.705, -4.259, -0.228], [-1.493, 0.225, -4.363], [-1.569, -1.121, -4.337], [-0.828, -2.039, -5.253], [0.670, -1.706, -5.402], [1.290, -1.078, -4.187], [1.553, 0.247, -4.144], [0.827, 1.311, -4.912], [-0.648, 1.027, -5.305], [-1.301, -2.001, -6.249], [0.840, -1.102, -6.302], [-0.926, -3.076, -4.910], [-0.702, 0.618, -6.329], [-2.218, 0.815, -3.788], [-2.403, -1.611, -3.830], [-1.132, 2.018, -5.374], [0.857, 2.264, -4.360], [2.496, 0.589, -3.706], [1.389, 1.491, -5.844], [1.204, -2.650, -5.591], [1.760, -1.784, -3.494], [-1.494, -0.651, -1.230], [2.290, 0.436, -0.405], [-0.328, 0.683, -1.882], [0.996, 1.347, -1.397], [-0.981, 1.495, -2.232], [-0.053, 0.115, -2.769], [1.551, 1.642, -2.303], [0.750, 2.291, -0.885], [3.255, 1.782, 0.314], [3.823, 1.376, 1.160], [2.604, 2.578, 0.691], [3.942, 2.179, -0.444], [3.405, -0.472, -1.496], [3.864, 0.211, -2.219], [2.875, -1.268, -2.028], [4.181, -0.943, -0.880], [-3.218, -0.495, -1.619], [-3.741, -1.233, -0.983], [-3.415, -0.683, -2.674], [-3.545, 0.518, -1.330], [-0.629, -2.186, -1.753], [0.389, -2.330, -1.343], [-0.501, -2.179, -2.840], [-1.243, -3.058, -1.487], [0.945, 5.028, 1.620], [0.097, 4.470, 0.658], [-0.450, 3.214, 0.858], [-0.069, 2.433, 1.974], [0.832, 2.981, 2.917], [1.301, 4.283, 2.754], [-0.726, 1.200, 2.204], [-1.768, 1.392, 3.139], [-1.514, 1.582, 4.517], [-2.511, 2.027, 5.391], [-3.779, 2.336, 4.894], [-4.069, 2.119, 3.541], [-3.095, 1.607, 2.682], [1.314, 6.048, 1.502], [-0.163, 5.031, -0.245], [-1.192, 2.779, 0.176], [1.101, 2.385, 3.788], [1.932, 4.723, 3.528], [-0.499, 1.409, 4.882], [-2.273, 2.155, 6.444], [-4.540, 2.740, 5.565], [-5.056, 2.369, 3.150], [-3.295, 1.425, 1.626]],
  "mulliken_charge": [1.162, 0.340, 0.818, 1.477, 0.633, -0.014, -1.952, 0.342, 0.430, 0.318, -1.396, 0.415, 0.101, 0.315, -1.776, 0.314, 0.049, 0.428, -1.613, 0.444, 0.293, 0.345, -1.396, 0.341, 0.285, 0.416, -0.058, -0.325, -0.749, -1.204, 0.545, -1.115, -0.853, -1.345, 0.431, 0.336, 0.347, 0.344, 0.781, 0.458, 0.424, 0.322, 0.870, 0.503, 0.397, 0.373, 0.817, 1.332, -0.369, -1.132, 0.824, -0.173, 0.523, -0.261, -1.238, 0.381, 0.221, 0.466, -1.308, 0.569, -0.054, 0.534, -1.453, 0.394, 0.534, 0.393, 0.343, -0.475, -0.968, 0.569, -0.831, -0.204, -0.509, 0.807, -0.284, -0.861, 0.173, -0.567, 0.279, -0.820, -0.612, -0.598, -0.374, 0.376, 0.462, 0.437, 0.093, 0.413, 0.111, 0.425, 0.356, 0.390, 0.267],
  "total_energy_ha": -3376.2416,
  "total_charge": 1,
  "e_lumo_ev": -2.47,
  "homo_lumo_gap_ev": 7.0,
  "e_above_lowest_kcal_mol": 0.00
}

***

(3)
{
  "formula": "C5H7NO",
  "method": "ωB97M-V/def2-TZVPD",
  "symbols": ["C", "N", "C", "C", "C", "C", "O", "H", "H", "H", "H", "H", "H", "H"],
  "coordinates": [[-1.585, 0.247, 0.798], [-0.705, -0.159, -0.454], [-0.037, -1.404, -0.655], [1.297, -1.245, -0.446], [1.508, 0.110, -0.040], [0.309, 0.715, -0.156], [0.012, 2.043, -0.115], [-2.286, 0.960, 0.380], [-1.188, 0.750, 1.730], [-1.997, -0.701, 1.081], [-0.510, -2.302, -1.029], [2.072, -1.991, -0.595], [2.426, 0.598, 0.220], [0.684, 2.377, -0.719]],
  "mulliken_charge": [-0.760, -0.083, -0.709, -0.148, -0.767, 0.390, -0.498, 0.296, 0.275, 0.334, 0.406, 0.401, 0.475, 0.387],
  "total_energy_ha": -324.6377,
  "total_charge": 0,
  "e_lumo_ev": 0.88,
  "homo_lumo_gap_ev": 8.9,
  "e_above_lowest_kcal_mol": 54.45,
  "smiles": "Cn1cccc1O"
}

***

(4)
{
  "formula": "C4H8ClNO3",
  "method": "ωB97M-V/def2-TZVPD",
  "symbols": ["C", "C", "C", "C", "N", "O", "O", "O", "Cl", "H", "H", "H", "H", "H", "H", "H", "H"],
  "coordinates": [[-3.451, 0.812, 0.232], [0.207, -0.320, -0.606], [1.377, 0.044, 0.231], [-2.364, -0.237, -0.364], [-1.047, 0.042, 0.150], [-2.866, 1.881, 0.773], [-4.597, 0.647, 0.159], [1.465, -0.902, 1.294], [-2.966, -1.987, -0.191], [0.166, -1.428, -0.799], [0.085, 0.301, -1.595], [2.317, -0.166, -0.391], [1.199, 1.017, 0.642], [-2.230, -0.013, -1.375], [-1.908, 1.925, 0.564], [-0.896, -0.254, 1.143], [1.772, -1.756, 1.054]],
  "mulliken_charge": [0.461, -0.426, -0.524, -0.021, -0.234, -0.509, -0.456, -0.528, -0.208, 0.253, 0.330, 0.296, 0.300, 0.341, 0.380, 0.243, 0.301],
  "total_energy_ha": -897.8604,
  "total_charge": 0,
  "e_lumo_ev": 0.49,
  "homo_lumo_gap_ev": 10.4,
  "e_above_lowest_kcal_mol": 13.71,
  "smiles": "O=C(O)[C@H](Cl)NCCO"
}

***

(5)
{
  "formula": "C19H19N3O4",
  "method": "ωB97M-V/def2-TZVPD",
  "symbols": ["C", "H", "O", "C", "C", "C", "C", "C", "C", "O", "C", "H", "H", "H", "H", "C", "O", "N", "C", "C", "C", "O", "N", "H", "C", "C", "N", "C", "C", "C", "C", "H", "H", "H", "H", "H", "H", "H", "C", "H", "H", "H", "H", "H", "H"],
  "coordinates": [[-1.250, -3.841, 0.514], [-0.923, -4.407, -0.361], [-1.169, -2.449, 0.298], [0.025, -1.812, 0.178], [-0.073, -0.432, 0.222], [1.036, 0.408, 0.087], [2.299, -0.193, -0.027], [2.404, -1.586, -0.077], [1.300, -2.409, -0.002], [1.371, -3.773, -0.086], [2.639, -4.370, -0.221], [3.284, -4.140, 0.632], [3.134, -4.056, -1.146], [2.452, -5.442, -0.256], [3.400, -1.987, -0.179], [3.529, 0.588, -0.070], [4.644, 0.106, -0.190], [3.359, 1.961, 0.054], [2.136, 2.542, 0.133], [0.974, 1.844, 0.114], [-0.317, 2.594, 0.143], [-0.528, 3.531, 0.883], [-1.199, 2.166, -0.796], [-0.938, 1.376, -1.365], [-2.609, 2.496, -0.765], [-3.402, 1.254, -0.437], [-3.980, 1.208, 0.753], [-4.613, 0.105, 1.110], [-4.695, -1.021, 0.305], [-4.099, -0.974, -0.946], [-3.445, 0.184, -1.328], [-2.974, 0.258, -2.297], [-4.142, -1.825, -1.610], [-5.212, -1.905, 0.645], [-5.067, 0.128, 2.091], [-2.750, 3.244, 0.017], [-2.915, 2.906, -1.734], [2.123, 3.620, 0.195], [4.536, 2.802, 0.073], [5.406, 2.151, -0.008], [4.585, 3.364, 1.007], [4.523, 3.498, -0.767], [-1.057, -0.028, 0.401], [-2.306, -4.035, 0.701], [-0.664, -4.148, 1.382]],
  "mulliken_charge": [-0.863, 0.284, -0.384, 0.139, -0.087, -0.379, -1.342, 0.024, 1.148, -0.452, -0.969, 0.372, 0.355, 0.251, 0.624, 0.582, -0.747, 0.044, -0.390, 0.542, -0.057, -0.670, -0.184, 0.347, -1.281, 0.805, -0.578, -0.307, -0.479, -0.421, -0.252, 0.394, 0.433, 0.419, 0.398, 0.406, 0.403, 0.560, -1.178, 0.355, 0.350, 0.355, 0.823, 0.272, 0.333],
  "total_energy_ha": -1200.6694,
  "total_charge": 0,
  "e_lumo_ev": 0.62,
  "homo_lumo_gap_ev": 8.5,
  "e_above_lowest_kcal_mol": 52.36,
  "smiles": "COc1cc2c(C(=O)NCc3ccccn3)cn(C)c(=O)c2cc1OC"
}

***

Question: Number 4 is which compound?
Answer: C4H8ClNO3